(1)
Entry from OMol25: the molecule C6H6BrFN2O2 (ωB97M-V with the def2-TZVPD basis set).

Structure (XYZ):
```
18
Properties=species:S:1:pos:R:3:forces:R:3
N -2.210 -0.221 0.403 -0.590 4.101 -0.566
C -0.938 0.035 0.495 1.747 0.453 0.351
C -0.010 -0.953 0.646 1.306 0.726 -0.657
C 1.373 -0.710 0.241 0.422 0.150 -0.501
C 1.796 0.232 -0.630 1.471 -0.284 -0.169
C 0.995 1.144 -1.425 -2.892 1.151 1.018
C 0.332 2.250 -0.976 2.510 -0.944 -1.017
F -0.419 3.010 -1.742 -0.660 0.082 -0.551
Br 0.633 3.133 0.678 0.161 -0.177 -0.187
N -0.321 -2.292 1.017 -2.307 0.818 1.017
O 0.548 -3.070 1.194 2.787 -1.656 -0.171
O -1.487 -2.619 1.317 -0.491 0.941 -0.694
H -2.783 0.596 0.504 -0.702 -0.325 -0.003
H -2.477 -1.092 0.669 -1.428 -3.188 0.865
H -0.554 1.104 0.448 -1.138 -2.220 0.206
H 2.051 -1.481 0.575 0.334 0.204 0.061
H 2.825 0.308 -1.087 -0.676 -0.795 1.296
H 0.644 0.626 -2.327 0.146 0.965 -0.301
```
Forces are in eV/Å.

* frontier orbital gap: 0.3195 Eh
* maximum force: 4.2 eV/A
* E_LUMO: 0.17 eV
* HOMO energy: -8.52 eV
* SMILES: N/C=C(/C=C\C=C(\F)Br)[N+](=O)[O-]
* total energy: -3165.91804 Ha
* total charge: 0

(2)
Entry from OMol25: a cluster of 2 separate species, BrNO2 in total (ωB97M-V with the def2-TZVPD basis set).

Structure (XYZ):
```
4
Properties=species:S:1:pos:R:3:forces:R:3
N 1.007 -0.182 -0.119 2.216 -2.432 -1.867
O -0.094 -0.482 0.102 -1.893 0.634 0.954
O 1.860 0.598 0.029 -0.207 1.699 0.872
Br -2.772 0.066 -0.012 -0.117 0.099 0.041
```
Forces are in eV/Å.

* frontier orbital gap (spin up / spin down): 0.3734 / 0.2431 Eh
* maximum force: 3.8 eV/A
* E_LUMO (spin up / spin down): -0.97 / -3.22 eV
* HOMO energy (spin up / spin down): -11.13 / -9.84 eV
* ΔE to the lowest compared entry with this formula, charge and spin: 14.7 kcal/mol
* total energy: -2779.07528 Ha
* total charge: 0

(3)
Entry from OMol25: a cluster of 2 separate species, C6H9N in total (ωB97M-V with the def2-TZVPD basis set).

Structure (XYZ):
```
16
Properties=species:S:1:pos:R:3:forces:R:3
C -1.159 -1.889 -0.125 0.051 -0.090 -0.114
C -1.140 -0.421 -0.100 -0.667 0.756 1.013
C -1.129 0.676 -0.949 0.069 -0.229 -1.136
N -1.104 1.684 0.093 0.308 0.849 0.618
C -1.778 0.590 0.648 0.651 -0.803 -0.134
H -0.933 -2.246 -1.127 -0.029 -0.082 -0.030
H -2.128 -2.278 0.191 0.020 -0.062 -0.025
H -0.401 -2.272 0.560 -0.001 -0.066 -0.022
H -1.632 2.539 -0.079 -0.182 -0.256 -0.146
H -2.777 0.636 1.060 -0.247 0.006 -0.026
C 2.220 1.139 -0.068 -0.068 0.215 -0.026
C 2.509 -0.143 0.011 0.124 -0.286 0.055
H 2.678 1.869 0.579 0.120 0.104 0.138
H 1.502 1.514 -0.777 -0.138 0.058 -0.146
H 3.224 -0.527 0.721 0.107 -0.013 0.136
H 2.047 -0.869 -0.637 -0.118 -0.101 -0.156
```
Forces are in eV/Å.

* frontier orbital gap: 0.3540 Eh
* maximum force: 1.4 eV/A
* E_LUMO: 0.97 eV
* HOMO energy: -8.67 eV
* ΔE to the lowest compared entry with this formula, charge and spin: 127.2 kcal/mol
* SMILES: CC1=C2N[C@H]12.C=C
* total energy: -288.57937 Ha
* total charge: 0

(4)
Entry from OMol25: a cluster of 2 separate species, C2H7NSi in total (ωB97M-V with the def2-TZVPD basis set).

Structure (XYZ):
```
11
Properties=species:S:1:pos:R:3:forces:R:3
C 2.931 -0.545 1.221 -1.998 1.989 -0.067
C 1.970 0.380 0.976 2.636 -1.645 1.679
N -3.083 0.324 -1.733 1.912 1.210 2.819
Si -1.675 -0.614 -1.407 0.209 -1.354 -1.284
H 2.860 -1.522 0.928 -0.712 -2.312 -1.790
H 3.763 -0.565 1.849 1.266 1.383 1.331
H 1.183 0.060 0.350 -0.951 0.277 -0.519
H -3.963 0.071 -2.033 -1.793 -1.204 -1.213
H -3.243 0.763 -0.814 -0.031 0.812 -0.719
H -0.842 0.401 -0.681 -0.335 0.536 0.378
H 1.983 1.285 1.570 -0.204 0.308 -0.614
```
Forces are in eV/Å.

* frontier orbital gap: 0.2995 Eh
* maximum force: 3.6 eV/A
* E_LUMO: -0.01 eV
* HOMO energy: -8.16 eV
* ΔE to the lowest compared entry with this formula, charge and spin: 46.7 kcal/mol
* total energy: -424.54564 Ha
* total charge: 0